[1]
21
Properties=species:S:1:pos:R:3:mulliken_charge:R:1 method="wB97M-V/def2-TZVPD" e_lumo_ev=0.7 total_energy_ev=-22252.736 smiles="CCCCNS(N)(=O)=O" max_force_ev_per_a=1.9
C -0.59953 -0.09126 2.12929 -1.11
C -1.44890 1.02434 1.43847 -0.41
C -1.56989 0.94529 -0.07032 -0.84
C -0.27171 0.64711 -0.85061 -0.57
N -0.11327 -0.78362 -1.06564 -0.35
S 1.29934 -1.23432 -1.79065 1.13
N 2.50206 -0.72155 -0.76534 -0.55
O 1.44424 -0.52351 -3.02303 -0.63
O 1.34849 -2.68438 -1.75586 -0.67
H -0.47139 0.19240 3.19066 0.36
H -1.07917 -1.08152 2.06400 0.26
H 0.42495 -0.07944 1.68522 0.28
H -0.94984 1.95326 1.64221 0.30
H -2.39252 0.97376 1.95245 0.36
H -2.03442 1.89272 -0.40180 0.31
H -2.24379 0.16411 -0.37538 0.40
H -0.25190 1.13208 -1.83027 0.47
H 0.59088 1.03489 -0.29730 0.41
H -0.24974 -1.34452 -0.23838 0.29
H 3.06405 -1.54372 -0.49072 0.29
H 3.00206 0.12791 -1.14699 0.28


[2]
21
Properties=species:S:1:pos:R:3:mulliken_charge:R:1 method="wB97M-V/def2-TZVPD" e_lumo_ev=0.6 total_energy_ev=-13460.738 max_force_ev_per_a=3.3
C -1.14803 0.42325 -0.27957 0.02
C -2.12666 0.28859 0.88261 -1.36
C 0.64138 0.45307 0.52790 0.69
N -1.27296 1.67814 -1.01502 -0.64
O 0.52052 0.16837 1.85932 -0.54
O 1.37755 1.35058 0.17359 -0.70
H 0.92220 0.90893 2.34326 0.29
H -1.47974 -0.32905 -1.01639 0.35
H -0.47963 2.30779 -0.92789 0.27
H -2.04640 2.26884 -0.71107 0.23
H -3.16895 0.35096 0.54583 0.42
H -1.97280 1.09091 1.61278 0.34
H -2.00539 -0.67379 1.38709 0.31
C 1.86881 -1.06974 -1.47621 -0.92
N 1.06528 -1.20766 -0.25829 -0.01
O 1.83662 -1.99525 0.68979 -0.43
H 1.31949 -1.91715 1.50907 0.35
H -0.02387 -1.04238 -0.48155 0.33
H 2.93296 -0.98847 -1.25771 0.32
H 1.55989 -0.14876 -1.97449 0.33
H 1.67973 -1.91717 -2.13306 0.35


[3]
24
Properties=species:S:1:pos:R:3:mulliken_charge:R:1 method="wB97M-V/def2-TZVPD" charge=-1 e_lumo_ev=3.8 total_energy_ev=-26852.324 smiles="C[C@H](O)[C@](N)([C@H](N)O)[P@](=O)([O-])O" max_force_ev_per_a=4.6
C 2.18200 1.08059 0.15022 -1.41
C 0.80546 0.90255 -0.45926 0.63
O 0.14913 2.14054 -0.40257 -0.69
C 0.02656 -0.16372 0.28753 0.12
N 0.23934 -0.02311 2.07346 -0.84
C 0.36560 -1.60702 -0.09014 -0.27
N 0.06161 -1.72742 -1.58272 -0.68
O -0.42330 -2.50904 0.71015 -0.63
P -1.78494 0.28641 0.11605 0.98
O -2.02312 1.62327 0.78393 -0.80
O -2.53814 -0.94982 0.33169 -0.88
O -1.91958 0.66472 -1.48709 -0.58
H 2.38335 2.17444 0.19255 0.39
H 2.43478 0.64948 1.16053 0.29
H 3.09418 0.76139 -0.50983 0.26
H 1.01748 0.43686 -1.52193 0.22
H -0.73709 2.07472 0.02904 0.46
H -0.17833 0.87937 2.17522 0.37
H -0.33820 -0.74064 2.47736 0.32
H 1.46192 -1.68384 0.22857 0.32
H -0.42237 -2.59628 -1.58805 0.31
H -0.47352 -1.00478 -2.00916 0.31
H -1.41272 -2.22225 0.54977 0.48
H -1.97009 1.55358 -1.61535 0.32


[4]
25
Properties=species:S:1:pos:R:3:mulliken_charge:R:1 method="wB97M-V/def2-TZVPD" e_lumo_ev="0.3 / -3.3" multiplicity=3 total_energy_ev=-39224.595 max_force_ev_per_a=7.1
C -0.85039 0.89740 -1.38903 -0.98
C -0.78985 3.31750 -0.36541 -1.50
C -0.50011 1.79322 -0.22558 0.79
C -1.37352 1.25884 0.86915 -0.11
N 0.69274 0.01611 1.97621 -0.46
N 0.99639 -3.76415 -0.43493 -0.58
O -0.73969 -1.48455 0.57878 -0.52
O -1.69118 -0.67882 2.70656 -0.62
O 1.61586 -2.52291 -2.60515 -0.53
O 2.54284 -1.78573 -0.32897 -0.51
O -2.34035 1.76360 1.30181 -0.35
S -0.82817 -0.43469 1.57362 1.08
S 1.23661 -2.21481 -1.26388 0.76
H -0.33813 1.32500 -2.26572 0.39
H -1.89324 0.97491 -1.58261 0.33
H -0.58973 -0.20852 -1.09069 0.09
H -0.40071 3.84526 0.54038 0.37
H -0.19655 3.77996 -1.05880 0.48
H -1.89210 3.53851 -0.38559 0.28
H 0.68722 1.66381 -0.07234 0.16
H 1.42629 -0.56541 1.38947 0.29
H 0.97132 0.07532 2.95552 0.26
H 0.36362 -3.63763 0.38791 0.30
H 0.66055 -4.47997 -1.07859 0.24
H 3.23028 -2.47227 -0.13213 0.32


[5]
20
Properties=species:S:1:pos:R:3:mulliken_charge:R:1 method="wB97M-V/def2-TZVPD" e_lumo_ev=0.6 total_energy_ev=-20203.086 max_force_ev_per_a=4.9
C 1.80627 -0.02273 -1.37321 -0.87
C 2.49207 0.36623 2.01831 -0.76
C 2.31135 -0.83124 -0.20734 -0.33
C 1.87342 -0.41179 1.10010 0.08
N -2.69745 -0.11722 -1.49064 -0.55
N -3.79828 0.84618 0.66422 -0.36
O -1.47413 -0.38861 0.54427 -0.53
S -2.23908 0.69738 -0.06730 0.49
H 2.48391 0.95300 -1.46015 0.23
H 1.76768 -0.66230 -2.34534 0.26
H 0.81223 0.32137 -1.43191 0.21
H 1.99201 0.60384 2.95172 0.27
H -2.89655 -1.08033 -1.25022 0.26
H 3.40485 0.98425 1.81618 0.24
H 1.91544 -1.83878 -0.44168 0.24
H 3.35307 -0.79513 -0.32224 0.32
H 0.89650 -0.78497 1.60449 0.12
H -3.44169 0.36212 -2.01334 0.27
H -4.13893 1.75649 0.95516 0.22
H -4.42268 0.04223 0.74892 0.20


[6]
19
Properties=species:S:1:pos:R:3:mulliken_charge:R:1 method="wB97M-V/def2-TZVPD" e_lumo_ev=0.5 total_energy_ev=-18153.113 smiles="CC(C)S(C)(=N)=N" max_force_ev_per_a=4.8
C 0.04868 -1.35012 1.20732 -1.16
C -0.54627 -0.66245 -0.01607 0.24
C -0.52516 -1.50721 -1.29734 -1.22
S 0.56243 0.80840 -0.35090 0.81
C -0.59603 2.21944 0.87325 -0.96
N 2.04004 0.56999 -0.00380 -0.64
N 0.36275 0.86108 -1.88495 -0.77
H 1.01310 -1.92201 0.89703 0.33
H 0.45664 -0.65165 2.01359 0.23
H -0.38739 -2.29666 1.69309 0.34
H -1.61580 -0.28867 0.14365 0.34
H 0.53782 -1.87198 -1.68558 0.25
H -0.95550 -0.70435 -1.98614 0.37
H -1.23419 -2.36418 -1.23297 0.40
H 0.17969 2.79633 1.30311 0.39
H -1.39211 2.62058 0.23159 0.31
H -1.09273 1.48422 1.53783 0.32
H 2.23147 0.82332 0.93230 0.24
H 0.91255 1.43593 -2.37502 0.20